DFT (ωB97M-V with the def2-TZVPD basis set) results for C29H24Br2N7O2PrS4 as an isolated structure at a distorted geometry.

The spin multiplicity is 3. The calculation puts the total energy at -8911.083356 hartree.

Last column: natural (NBO) charge in e.
Cartesian coordinates (Å):
Pr 12.9044 11.1419 8.4177  1.153
C 16.7343 9.8089 6.2600  -0.692
C 15.2229 9.9202 6.4078  0.349
N 14.6084 11.0829 6.6011  -0.308
N 15.2926 12.2728 6.2478  -0.451
C 15.5147 13.2565 7.1327  0.384
N 16.2097 14.3241 6.7405  -0.749
S 11.7479 14.1698 7.5398  -0.114
C 14.4735 8.7226 6.7430  0.117
C 15.1379 7.4704 6.8693  -0.193
C 14.3611 6.3258 7.0761  -0.160
C 13.0029 6.4365 7.2096  -0.216
C 12.4401 7.7069 7.1520  0.094
N 13.1642 8.8174 7.0100  -0.422
H 17.1121 10.8383 5.9867  0.249
H 16.9777 9.0661 5.5004  0.244
H 17.1999 9.5218 7.2479  0.260
H 15.4818 12.3903 5.2522  0.407
H 16.3918 14.3923 5.7474  0.388
H 16.1982 15.1796 7.2779  0.467
H 16.2504 7.4421 6.8544  0.232
H 14.8703 5.3526 7.1231  0.236
H 12.3658 5.5514 7.3574  0.245
H 11.3634 7.8420 7.2965  0.239
Br 8.4568 11.3009 5.0080  0.099
C 8.4561 10.5343 6.7059  -0.225
C 7.3302 9.8516 7.1749  -0.216
C 7.2350 9.2904 8.4259  -0.133
Br 5.6056 8.4210 8.8396  0.050
C 8.3874 9.3152 9.2937  -0.101
C 8.3844 8.6172 10.5189  -0.116
C 9.5822 8.4756 11.1845  -0.277
C 10.7576 9.0482 10.6394  0.070
N 10.8006 9.8068 9.5647  -0.470
C 9.6359 9.8882 8.8233  0.097
C 9.6579 10.5742 7.5172  0.440
O 10.7614 11.1595 7.0818  -0.762
H 6.4896 9.7823 6.4973  0.233
H 7.4327 8.2164 10.9421  0.240
H 9.6898 8.0005 12.1764  0.224
H 11.7099 8.8458 11.1440  0.193
S 11.5158 13.2779 10.2169  -0.253
C 12.0541 14.5464 9.1216  -0.177
S 15.1580 12.9162 8.7929  -0.140
C 12.7177 15.6893 9.6810  -0.539
C 13.7100 16.3709 8.9954  0.364
N 14.5987 16.9188 8.4656  -0.483
C 12.6068 15.9653 11.0551  0.354
N 12.6192 16.2562 12.1759  -0.437
C 13.9639 14.4170 14.6407  -0.650
C 14.4203 13.2978 13.7235  0.057
C 13.6414 12.1477 13.5540  -0.180
C 14.0672 11.1244 12.7510  -0.210
C 15.2441 11.2638 12.0437  -0.256
C 16.0951 12.3326 12.2666  -0.209
C 15.6471 13.3773 13.0654  -0.197
S 15.6071 10.2211 10.6940  1.310
C 15.9565 8.7830 11.6793  -0.812
O 14.2130 9.8799 10.1165  -0.991
H 13.1892 14.0084 15.2509  0.211
H 13.5663 15.2592 14.0675  0.289
H 14.7976 14.7767 15.2489  0.213
H 12.6807 12.0384 14.0805  0.226
H 13.4547 10.2077 12.6688  0.223
H 17.0552 12.3623 11.7461  0.222
H 16.2434 14.3110 13.1200  0.229
H 15.0366 8.3612 12.0348  0.250
H 16.5721 9.1181 12.5239  0.251
H 16.5694 8.0939 11.0909  0.230